ORCA calculation (ωB97M-V/def2-TZVPD) on one molecule with the formula C3H4BrNO2 at a distorted geometry.

Bonds (Å) are listed after each position.
Cartesian coordinates (Å):
1 C -0.403 0.016 -0.314  C2 1.375, H8 1.025, H9 1.107, H10 1.121
2 C 0.598 -0.864 0.024  C1 1.375, C3 1.544, H11 1.056
3 C 1.063 -2.033 -0.871  C2 1.544, Br4 1.873, N5 1.409
4 Br 0.152 -2.203 -2.498  C3 1.873
5 N 2.047 -2.993 -0.563  C3 1.409, O6 1.210, O7 1.234
6 O 2.790 -2.725 0.353  N5 1.210
7 O 2.060 -4.030 -1.232  N5 1.234
8 H -0.494 0.877 0.235  C1 1.025
9 H -0.304 0.121 -1.412  C1 1.107
10 H -1.439 -0.334 -0.061  C1 1.121
11 H 0.962 -0.804 1.013  C2 1.056

The molecular weight is 165.974 g/mol. As for the energy above the lowest of the compared OMol25 structures with the same formula, charge and spin: 4.5522 eV. The value obtained for the LUMO energy is -1.17 eV. For the HOMO-LUMO gap, the calculation gives 8.2482 eV. As for the HOMO energy: -9.42 eV. Its net charge is 0. As for the largest force on an atom: 0.174 hartree/bohr. The total energy is -78798.170 eV. As for the SMILES: C/C=C(\Br)[N+](=O)[O-].

Atom charges from the natural (NBO) analysis, given in e for atoms 1 to 8: atom 1 (C): -0.721, atom 2 (C): -0.009, atom 3 (C): -0.095, atom 4 (Br): 0.120, atom 5 (N): 0.462, atom 6 (O): -0.368, atom 7 (O): -0.377, atom 8 (H): 0.247

***

ORCA calculation (ωB97M-V/def2-TZVPD) on one molecule with the formula C3H6N2O2 at a distorted geometry.

Bonds (Å) are listed after each position.
Cartesian coordinates (Å):
1 H -1.163 -2.649 -1.676  N2 1.016
2 N -0.825 -1.792 -1.249  H1 1.016, C3 1.266
3 C -1.412 -1.516 -0.161  N2 1.266, O4 1.355, H9 1.085
4 O -1.202 -0.401 0.579  C3 1.355, C5 1.402
5 C -0.284 0.490 0.005  O4 1.402, C6 1.554, H10 1.110, H11 1.163
6 C 0.883 0.821 0.976  C5 1.554, N7 1.364, O8 1.217
7 N 1.717 1.632 0.264  C6 1.364, H12 1.028, H13 1.041
8 O 1.169 0.516 2.119  C6 1.217
9 H -2.180 -2.070 0.367  C3 1.085
10 H 0.006 0.018 -0.957  C5 1.110
11 H -0.724 1.520 -0.306  C5 1.163
12 H 2.575 1.869 0.778  N7 1.028
13 H 1.441 1.561 -0.738  N7 1.041

The molecular weight is 102.093 g/mol. As for the energy above the lowest of the compared OMol25 structures with the same formula, charge and spin: 2.1766 eV. The value obtained for the LUMO energy is 0.87 eV. For the HOMO-LUMO gap, the calculation gives 10.7254 eV. As for the HOMO energy: -9.85 eV. Its net charge is 0. As for the largest force on an atom: 0.044 hartree/bohr. The total energy is -10282.621 eV. As for the SMILES: [H]/N=C/OCC(N)=O.

Atom charges from the natural (NBO) analysis, given in e for atoms 1 to 8: atom 1 (H): 0.370, atom 2 (N): -0.741, atom 3 (C): 0.422, atom 4 (O): -0.476, atom 5 (C): -0.226, atom 6 (C): 0.654, atom 7 (N): -0.852, atom 8 (O): -0.593

***

ORCA calculation (ωB97M-V/def2-TZVPD) on a 10-piece molecular cluster, C20H60O10 overall at a distorted geometry.

Bonds (Å) are listed after each position.
Cartesian coordinates (Å):
1 C 4.396 -0.474 3.365  C2 1.515, H5 1.092, H6 1.094, H7 1.087
2 C 3.252 -0.720 2.403  C1 1.515, C3 1.536, O4 1.454, H8 1.092
3 C 3.051 0.384 1.355  C2 1.536, H9 1.091, H10 1.093, H11 1.089
4 O 3.518 -1.986 1.739  C2 1.454, H12 0.966
5 H 4.256 0.445 3.937  C1 1.092
6 H 5.304 -0.341 2.769  C1 1.094
7 H 4.466 -1.332 4.027  C1 1.087
8 H 2.334 -0.964 2.942  C2 1.092
9 H 2.014 0.712 1.273  C3 1.091
10 H 3.194 0.031 0.330  C3 1.093
11 H 3.740 1.187 1.611  C3 1.089
12 H 4.357 -1.895 1.270  O4 0.966
13 C -1.012 2.963 2.153  C14 1.509, H17 1.091, H18 1.090, H19 1.093
14 C -1.299 1.606 2.748  C13 1.509, C15 1.551, O16 1.447, H20 1.094
15 C -0.025 0.843 3.196  C14 1.551, H21 1.091, H22 1.092, H23 1.090
16 O -2.072 1.871 3.942  C14 1.447, H24 0.960
17 H -0.377 2.961 1.265  C13 1.091
18 H -0.525 3.638 2.856  C13 1.090
19 H -1.991 3.361 1.873  C13 1.093
20 H -1.943 0.991 2.112  C14 1.094
21 H -0.211 0.323 4.137  C15 1.091
22 H 0.716 1.612 3.421  C15 1.092
23 H 0.373 0.081 2.527  C15 1.090
24 H -2.318 1.025 4.323  O16 0.960
25 C 0.643 -4.102 3.147  C26 1.520, H29 1.092, H30 1.088, H31 1.089
26 C 0.413 -4.016 1.646  C25 1.520, C27 1.522, O28 1.444, H32 1.093
27 C -0.349 -2.771 1.217  C26 1.522, H33 1.090, H34 1.096, H35 1.091
28 O 1.634 -4.089 0.879  C26 1.444, H36 0.973
29 H 1.144 -5.060 3.301  C25 1.092
30 H -0.320 -4.169 3.649  C25 1.088
31 H 1.279 -3.275 3.461  C25 1.089
32 H -0.134 -4.900 1.309  C26 1.093
33 H 0.241 -1.876 1.417  C27 1.090
34 H -1.336 -2.808 1.692  C27 1.096
35 H -0.627 -2.786 0.162  C27 1.091
36 H 2.130 -3.280 1.097  O28 0.973
37 C 2.874 3.204 -1.242  C38 1.511, H41 1.095, H42 1.104, H43 1.086
38 C 2.978 2.503 -2.576  C37 1.511, C39 1.517, O40 1.432, H44 1.095
39 C 3.898 1.297 -2.612  C38 1.517, H45 1.103, H46 1.087, H47 1.090
40 O 1.681 2.140 -3.063  C38 1.432, H48 0.973
41 H 3.801 3.647 -0.863  C37 1.095
42 H 2.733 2.467 -0.432  C37 1.104
43 H 2.021 3.870 -1.147  C37 1.086
44 H 3.347 3.198 -3.338  C38 1.095
45 H 4.919 1.663 -2.411  C39 1.103
46 H 4.006 0.844 -3.594  C39 1.087
47 H 3.689 0.583 -1.817  C39 1.090
48 H 1.253 1.496 -2.472  O40 0.973
49 C -6.785 -1.787 -2.052  C50 1.525, H53 1.091, H54 1.097, H55 1.088
50 C -5.677 -0.738 -2.046  C49 1.525, C51 1.517, O52 1.422, H56 1.094
51 C -5.500 -0.179 -0.647  C50 1.517, H57 1.099, H58 1.096, H59 1.085
52 O -4.382 -1.247 -2.341  C50 1.422, H60 0.956
53 H -7.749 -1.291 -1.928  C49 1.091
54 H -6.691 -2.400 -1.147  C49 1.097
55 H -6.794 -2.504 -2.870  C49 1.088
56 H -5.906 0.066 -2.752  C50 1.094
57 H -5.198 -0.996 0.023  C51 1.099
58 H -6.441 0.100 -0.160  C51 1.096
59 H -4.730 0.574 -0.511  C51 1.085
60 H -4.084 -1.152 -3.244  O52 0.956
61 C -0.593 2.014 -0.163  C62 1.519, H65 1.095, H66 1.089, H67 1.093
62 C -0.516 0.499 -0.082  C61 1.519, C63 1.516, O64 1.448, H68 1.094
63 C -1.828 -0.184 -0.415  C62 1.516, H69 1.091, H70 1.092, H71 1.093
64 O 0.468 0.166 -1.091  C62 1.448, H72 0.966
65 H -0.902 2.207 -1.196  C61 1.095
66 H 0.374 2.461 0.060  C61 1.089
67 H -1.292 2.598 0.440  C61 1.093
68 H -0.109 0.157 0.874  C62 1.094
69 H -2.334 0.422 -1.167  C63 1.091
70 H -2.426 -0.414 0.469  C63 1.092
71 H -1.751 -1.167 -0.888  C63 1.093
72 H 0.497 -0.789 -1.229  O64 0.966
73 C 2.990 -2.728 -2.828  C74 1.535, H76 1.093, H77 1.090, H78 1.086
74 C 2.676 -4.190 -2.479  C73 1.535, O75 1.420, H79 1.091, H80 1.092
75 O 1.411 -4.217 -1.834  C74 1.420, H81 0.988
76 H 3.998 -2.626 -3.237  C73 1.093
77 H 2.939 -2.174 -1.891  C73 1.090
78 H 2.271 -2.409 -3.577  C73 1.086
79 H 3.423 -4.694 -1.863  C74 1.091
80 H 2.637 -4.748 -3.417  C74 1.092
81 H 1.569 -4.149 -0.861  O75 0.988
82 O -1.927 5.035 1.250  H83 0.964, H84 0.964
83 H -1.494 5.103 2.108  O82 0.964
84 H -2.767 5.494 1.362  O82 0.964
85 O -3.270 1.482 -3.738  H86 0.962, H87 0.966
86 H -3.526 0.795 -4.361  O85 0.962
87 H -2.361 1.265 -3.494  O85 0.966
88 O -1.428 5.619 -1.912  H89 0.964, H90 0.964
89 H -0.887 5.750 -2.699  O88 0.964
90 H -1.022 4.875 -1.452  O88 0.964

The molecular weight is 460.690 g/mol. As for the energy above the lowest of the compared OMol25 structures with the same formula, charge and spin: 2.5853 eV. The value obtained for the LUMO energy is 0.45 eV. For the HOMO-LUMO gap, the calculation gives 10.0351 eV. As for the HOMO energy: -9.59 eV. Its net charge is 0. As for the largest force on an atom: 0.058 hartree/bohr. The total energy is -42184.213 eV. As for the SMILES: CC(C)O.CC(C)O.CC(C)O.CC(C)O.CC(C)O.CC(C)O.CCO.O.O.O.

Atom charges from the Mulliken analysis, given in e for atoms 1 to 8: atom 1 (C): -1.635, atom 2 (C): 0.890, atom 3 (C): -0.238, atom 4 (O): -0.564, atom 5 (H): 0.359, atom 6 (H): 0.461, atom 7 (H): 0.400, atom 8 (H): -0.083

***

ORCA calculation (ωB97M-V/def2-TZVPD) on one molecule with the formula C2H2N4S at a distorted geometry.

Bonds (Å) are listed after each position.
Cartesian coordinates (Å):
1 S 2.043 -0.640 -0.169  C2 1.758, H8 1.299
2 C 0.856 0.637 0.059  S1 1.758, C3 1.404, H9 1.171
3 C -0.406 0.027 0.152  C2 1.404, N4 1.397, N7 1.360
4 N -0.778 -1.318 0.210  C3 1.397, N5 1.267
5 N -1.988 -1.358 -0.163  N4 1.267, N6 1.467
6 N -2.541 0.001 -0.162  N5 1.467, N7 1.338
7 N -1.477 0.812 -0.140  C3 1.360, N6 1.338
8 H 3.066 0.091 0.155  S1 1.299
9 H 1.224 1.748 0.059  C2 1.171

The molecular weight is 114.133 g/mol. As for the energy above the lowest of the compared OMol25 structures with the same formula, charge and spin: 1.9632 eV. The value obtained for the LUMO energy is -2.08 eV. For the HOMO-LUMO gap, the calculation gives 7.8235 eV. As for the HOMO energy: -9.90 eV. Its net charge is 0. As for the largest force on an atom: 0.087 hartree/bohr. The total energy is -18897.916 eV. As for the SMILES: SC=C1N=NN=N1.

Atom charges from the natural (NBO) analysis, given in e for atoms 1 to 8: atom 1 (S): 0.204, atom 2 (C): -0.171, atom 3 (C): 0.064, atom 4 (N): -0.207, atom 5 (N): -0.027, atom 6 (N): -0.069, atom 7 (N): -0.191, atom 8 (H): 0.112